No. 1
ORCA calculation (ωB97M-V/def2-TZVPD) on C37H49AsBrInN2O3S5 as an isolated structure.

Geometry (Å):
In 0.57 1.34 0.39
Br -7.14 2.01 -1.91
As 2.42 -0.41 -2.82
S 4.04 5.11 -1.20
S 2.01 2.98 -1.54
S 2.71 6.33 1.04
S 5.32 7.42 0.14
S 0.41 4.47 1.00
O -2.39 1.82 0.33
O 1.48 0.02 -1.53
O -1.36 0.41 -1.57
N -3.61 -0.96 -4.89
N -1.58 -0.71 -4.02
C 1.86 4.97 0.34
C 2.47 -3.19 2.83
C 1.49 0.12 3.71
C -0.91 -2.20 1.85
C -2.87 2.69 1.35
C -0.59 -2.73 -7.00
C 3.88 -1.18 3.09
C -0.76 -0.17 3.34
C -2.99 -2.34 -6.92
C 1.07 1.92 5.99
C -3.44 0.37 -2.80
C 1.39 -0.92 2.83
C -0.38 -2.02 -5.83
C 2.62 -1.72 2.40
C -1.36 1.33 5.86
C 0.19 0.59 4.06
C -2.76 -1.63 -5.75
C 2.35 -2.32 -3.02
C -1.88 -2.89 -7.54
C 2.90 -1.62 0.89
C -2.65 0.75 -1.72
C 4.26 0.04 -2.55
C -0.39 2.99 4.26
C -0.11 -1.12 2.58
C 4.07 6.38 -0.03
C 1.89 0.46 -4.44
C -1.49 -1.46 -5.19
C -4.55 1.90 -0.75
C -0.12 1.70 5.04
C -4.79 0.75 -2.85
C -1.14 -3.38 2.80
C -5.32 1.50 -1.84
C -0.28 -2.71 0.55
C -2.29 -1.63 1.46
C 2.52 4.36 -0.75
C -2.86 -0.43 -3.89
C -3.22 1.53 -0.70
H -1.55 2.12 6.60
H 4.63 -0.52 -1.68
H 0.46 3.28 3.63
H 2.17 -3.26 3.88
H -2.92 -1.45 2.33
H -2.03 2.89 2.00
H -5.42 0.49 -3.69
H 2.53 0.16 -5.27
H -0.97 -3.42 0.08
H 0.80 2.67 6.74
H 2.41 0.53 4.10
H 1.94 2.29 5.45
H -1.03 -0.05 -2.37
H -0.59 3.81 4.96
H 4.31 1.11 -2.35
H -5.00 2.48 0.04
H 0.66 -3.24 0.71
H 3.65 -2.37 0.61
H -2.81 -2.34 0.82
H -2.00 -3.46 -8.45
H 1.98 1.53 -4.25
H -0.21 -3.85 3.11
H 2.98 -2.68 -3.83
H -4.61 -0.90 -4.98
H 0.61 -1.90 -5.43
H 0.25 -3.17 -7.51
H -2.25 1.25 5.23
H 4.85 -0.21 -3.43
H 3.30 -0.63 0.65
H 1.32 -2.61 -3.16
H 3.43 -3.70 2.72
H -1.76 -4.14 2.32
H -2.18 -0.69 0.90
H -3.98 -2.46 -7.33
H 1.74 -3.74 2.23
H -1.26 2.88 3.61
H -1.23 0.39 6.39
H 0.85 0.21 -4.65
H 2.71 -2.72 -2.07
H 3.83 -1.31 4.18
H 4.04 -0.13 2.87
H -0.11 -1.89 -0.16
H 1.34 1.00 6.51
H -1.65 -3.04 3.71
H -3.22 3.63 0.91
H -1.83 -0.05 3.41
H 4.74 -1.74 2.73
H 2.02 -1.76 0.27
H -3.68 2.22 1.91

For the energy relative to the best compared isomer or geometry (same formula, charge and spin), the calculation gives 0.000 eV. Its highest occupied orbital energy (alpha / beta) is -6.539 / -7.266 eV.

=====

No. 2
ORCA calculation (ωB97M-V/def2-TZVPD) on C37H49BBrIN2NiO2 as an isolated structure.

Geometry (Å):
I 4.01 0.65 -5.44
Br -2.18 2.74 -5.39
Ni 0.47 -0.96 -1.14
O -0.70 2.76 -0.76
O -2.19 1.56 0.54
N 0.70 -0.16 -2.80
N -1.84 0.82 -1.80
C -3.62 0.78 -3.94
C 1.90 0.10 -3.37
C -1.72 -3.58 -0.87
C -0.06 4.37 1.02
C -0.43 5.34 5.16
C -2.98 0.00 -1.76
C -1.63 2.57 1.29
C 1.79 1.54 1.02
C 2.39 -1.80 -0.41
C 1.14 -3.64 -3.01
C 0.63 -1.37 0.94
C -2.85 5.00 4.69
C 3.99 0.48 0.52
C 1.45 -2.85 -0.63
C -0.81 -4.59 1.25
C 2.10 0.27 -4.70
C 0.32 -2.58 0.23
C -0.75 3.30 0.51
C 1.91 -0.90 0.56
C 2.84 -0.01 2.67
C 0.99 0.10 -5.60
C -0.50 -0.11 -3.64
C 3.28 -4.07 -1.84
C -1.32 1.11 -3.15
C -0.30 4.68 2.36
C -1.18 3.96 3.17
C -1.01 -3.30 0.45
C -1.87 2.88 2.61
C 1.76 -3.96 -1.64
C -1.95 -2.41 1.29
C 1.28 -5.34 -1.18
C -2.47 1.43 -4.06
C -1.43 3.11 5.52
C 2.63 0.27 1.18
C -3.81 -0.10 -2.80
C -1.46 4.35 4.62
C -0.23 -0.11 -5.11
B -1.59 1.70 -0.71
H -1.57 3.40 6.56
H -2.93 -2.89 1.34
H -2.72 -3.98 -0.68
H 4.63 -0.39 0.63
H -1.13 -0.99 -3.41
H -0.14 -4.42 2.09
H -2.57 2.29 3.18
H 1.61 -5.56 -0.17
H -1.58 -2.31 2.31
H 0.83 1.44 1.52
H 0.20 -5.45 -1.23
H 3.35 -1.72 -0.89
H -0.65 5.55 6.21
H -1.77 -4.92 1.65
H 1.55 -2.71 -3.41
H -3.16 -0.52 -0.83
H -0.42 -5.40 0.65
H -4.67 -0.75 -2.76
H 3.38 0.81 3.14
H 1.59 1.76 -0.04
H 2.73 0.14 -2.67
H 2.30 2.40 1.45
H -3.62 4.31 4.34
H -2.89 5.89 4.06
H -0.63 1.95 -3.06
H -3.08 5.29 5.71
H -2.23 2.41 5.27
H 1.16 0.11 -6.67
H 0.63 4.94 0.42
H 0.58 4.94 5.10
H 3.68 -3.21 -2.36
H -2.07 -1.42 0.87
H 3.80 -4.19 -0.90
H 4.50 1.33 0.97
H 3.50 -4.94 -2.46
H 0.03 -0.94 1.72
H 0.06 -3.52 -2.94
H -0.48 2.58 5.43
H 1.88 -0.12 3.18
H -1.19 -4.31 -1.48
H -0.46 6.29 4.63
H 3.89 0.69 -0.55
H -1.07 -0.28 -5.77
H 3.41 -0.93 2.82
H 0.24 5.52 2.78
H 1.70 -6.10 -1.84
H -1.83 -2.67 -1.46
H 1.35 -4.44 -3.72
H -4.45 0.96 -4.62

As for the spin multiplicity: 3. The expectation value of S² is 2.020. Its highest occupied orbital energy (alpha / beta) is -6.661 / -6.727 eV.

=====

No. 3
ORCA calculation (ωB97M-V/def2-TZVPD) on C37H49BrGeN6O7Si3Ti as an isolated structure.

Geometry (Å):
Br 3.10 2.17 -2.09
Ge -2.96 0.59 -1.16
Ti 0.65 -0.42 -0.24
Si -3.18 2.97 -1.07
Si -4.10 -0.24 0.79
Si -3.61 -0.23 -3.30
O 2.46 -3.96 -2.21
O 1.45 -2.36 -0.41
O 0.13 -2.12 3.74
O 0.75 -0.42 -2.52
O 2.19 0.13 3.49
O 0.75 0.76 -4.32
O -0.30 1.46 -2.57
N 3.20 -0.39 -0.14
N 0.54 -0.64 1.99
N 0.75 1.61 0.64
N -1.00 -2.02 0.40
N 3.60 -1.66 0.09
N 0.41 0.62 -3.16
C 5.96 4.00 1.85
C -2.06 3.98 -2.19
C 4.06 0.53 0.04
C -1.70 -4.14 -0.44
C 5.48 2.05 3.76
C -3.04 -1.97 -3.68
C 3.88 1.92 -0.38
C 1.47 3.97 1.91
C 1.67 2.76 2.55
C 4.23 -6.52 -0.35
C 3.63 -5.84 -1.40
C 6.39 3.07 4.02
C -0.86 -3.95 1.79
C 5.05 2.97 1.57
C 0.07 -1.77 2.58
C -5.49 -0.23 -3.35
C 4.37 2.98 0.26
C -1.38 -4.74 0.77
C 0.92 3.99 0.63
C -4.93 3.44 -1.61
C 4.82 2.00 2.54
C -2.97 0.89 -4.65
C 3.69 -4.74 1.14
C -4.53 -2.07 0.71
C -1.50 -2.78 -0.57
C 6.63 4.04 3.06
C 3.09 -4.03 0.11
C -2.93 3.55 0.71
C 3.05 -4.59 -1.18
C -0.66 -2.61 1.55
C -3.08 0.12 2.32
C 1.39 0.25 2.58
C 1.26 1.61 1.90
C 2.52 -2.65 0.36
C 4.27 -5.99 0.92
C -5.74 0.68 0.97
C 0.58 2.79 0.02
H -6.36 0.59 0.07
H -6.31 0.27 1.81
H -5.70 2.90 -1.04
H 3.69 -4.31 2.13
H -3.20 1.16 2.62
H 2.29 -2.59 1.45
H -3.38 -2.24 -4.69
H -3.45 -2.71 -2.99
H -3.40 -0.51 3.15
H -2.08 -4.71 -1.27
H -5.36 -2.28 1.39
H 0.75 4.91 0.10
H -5.89 -0.81 -2.51
H -1.95 -2.05 -3.67
H 5.04 0.29 0.46
H 6.14 4.76 1.10
H 1.95 -3.20 -1.82
H 4.73 -6.53 1.74
H -2.38 5.03 -2.15
H 7.33 4.85 3.26
H -5.07 3.21 -2.67
H -1.01 3.92 -1.93
H -3.41 0.61 -5.61
H 2.11 2.67 3.53
H -3.21 1.94 -4.46
H 3.59 -6.26 -2.39
H 4.08 1.23 2.39
H -1.51 -5.81 0.91
H -5.10 4.51 -1.47
H 4.41 -1.74 0.70
H -5.58 1.74 1.17
H 4.68 -7.49 -0.54
H 1.76 4.90 2.39
H -1.88 0.82 -4.74
H 4.30 3.94 -0.23
H -5.86 -0.69 -4.27
H -5.90 0.78 -3.28
H -2.60 4.59 0.73
H -4.85 -2.37 -0.30
H 0.20 2.74 -0.99
H 6.91 3.11 4.97
H -2.02 -0.06 2.13
H -2.18 2.95 1.22
H -3.69 -2.69 1.00
H -3.86 3.48 1.27
H -1.74 -2.26 -1.49
H -0.57 -4.36 2.75
H 5.27 1.30 4.50
H -2.15 3.65 -3.23

Its charge is -1. As for the spin multiplicity: 4. The expectation value of S² is 3.758. For the energy relative to the best compared isomer or geometry (same formula, charge and spin), the calculation gives 0.000 eV. Its highest occupied orbital energy (alpha / beta) is -3.412 / -5.797 eV.

=====

No. 4
ORCA calculation (ωB97M-V/def2-TZVPD) on C37H49BrIrN2P2S as an isolated structure in a non-equilibrium geometry.

Geometry (Å):
Ir -0.07 -0.33 0.03
Br 4.68 -5.89 1.22
S 2.85 0.56 -0.95
P -1.65 1.32 0.13
P -1.01 -1.89 -1.48
N 1.20 0.64 -1.10
N -3.22 0.13 5.12
C -1.39 -0.74 3.22
C 2.25 1.44 1.66
C -1.88 2.29 -1.42
C 0.16 -2.14 -2.89
C 4.20 3.90 -3.76
C -1.26 -3.50 -0.63
C -1.04 0.27 4.15
C 4.88 2.29 2.07
C -3.18 3.05 -1.65
C -2.25 -4.50 -1.23
C -2.62 -1.39 -2.20
C -2.67 -1.34 3.32
C 4.54 1.64 0.88
C 4.22 1.57 -3.09
C -1.27 2.56 1.44
C 3.90 2.54 3.04
C -1.92 3.95 1.35
C -0.53 -1.02 2.11
C 3.35 1.89 -2.04
C -4.32 1.61 1.29
C 3.35 -4.49 1.39
C 2.24 -2.71 0.34
C 3.20 1.26 0.66
C 1.72 -3.32 2.67
C 2.67 -4.33 2.61
C 1.51 -2.54 1.52
C 4.66 2.58 -3.94
C -3.03 -2.02 -3.54
C 2.59 2.10 2.84
C -2.01 0.67 5.08
C -3.34 0.70 0.56
C 0.48 -1.59 1.53
C -3.55 -0.86 4.29
C 3.29 4.19 -2.73
C 3.17 -3.73 0.26
C 0.15 -3.49 -3.59
C 2.85 3.18 -1.86
H 0.92 1.17 -1.93
H -0.18 2.68 1.45
H -3.01 3.93 1.41
H -2.28 -5.40 -0.59
H 4.17 3.06 3.95
H -1.77 1.47 5.79
H -3.99 1.88 2.30
H -4.06 2.40 -1.69
H -4.00 -1.61 -3.85
H 4.55 4.69 -4.42
H 0.40 -4.31 -2.90
H 0.92 -3.49 -4.38
H -1.57 -3.24 0.39
H -3.27 -4.10 -1.26
H -1.54 2.08 2.39
H -4.55 -1.30 4.38
H -3.15 -3.11 -3.48
H -2.97 -2.15 2.64
H 1.82 2.29 3.60
H -5.26 1.05 1.42
H -1.63 4.50 0.45
H -1.57 4.53 2.22
H -1.97 -4.84 -2.23
H -0.05 0.73 4.14
H 1.12 -3.13 3.54
H -1.71 1.60 -2.26
H -4.58 2.52 0.74
H -3.78 0.37 -0.39
H 1.16 -1.94 -2.48
H 2.15 3.40 -1.05
H 1.22 1.04 1.50
H -0.27 -3.98 -0.53
H 5.27 1.44 0.10
H 2.88 -4.96 3.46
H 5.92 2.60 2.22
H 5.36 2.34 -4.74
H -1.04 3.01 -1.43
H -3.18 -0.21 1.16
H -0.04 -1.33 -3.61
H -0.80 -3.71 -4.08
H 2.92 5.21 -2.59
H -3.11 3.54 -2.63
H 4.53 0.53 -3.20
H -2.58 -0.29 -2.30
H -3.37 3.84 -0.92
H 2.07 -2.06 -0.51
H -2.31 -1.79 -4.34
H 3.73 -3.90 -0.66
H -3.39 -1.60 -1.45

Its charge is +4. As for the spin multiplicity: 6. The expectation value of S² is 8.796. For the energy relative to the best compared isomer or geometry (same formula, charge and spin), the calculation gives 0.000 eV. Its highest occupied orbital energy (alpha / beta) is -17.379 / -18.575 eV.

=====

Repeat the third record exactly.
ORCA calculation (ωB97M-V/def2-TZVPD) on C37H49BrGeN6O7Si3Ti as an isolated structure.

Geometry (Å):
Br 3.10 2.17 -2.09
Ge -2.96 0.59 -1.16
Ti 0.65 -0.42 -0.24
Si -3.18 2.97 -1.07
Si -4.10 -0.24 0.79
Si -3.61 -0.23 -3.30
O 2.46 -3.96 -2.21
O 1.45 -2.36 -0.41
O 0.13 -2.12 3.74
O 0.75 -0.42 -2.52
O 2.19 0.13 3.49
O 0.75 0.76 -4.32
O -0.30 1.46 -2.57
N 3.20 -0.39 -0.14
N 0.54 -0.64 1.99
N 0.75 1.61 0.64
N -1.00 -2.02 0.40
N 3.60 -1.66 0.09
N 0.41 0.62 -3.16
C 5.96 4.00 1.85
C -2.06 3.98 -2.19
C 4.06 0.53 0.04
C -1.70 -4.14 -0.44
C 5.48 2.05 3.76
C -3.04 -1.97 -3.68
C 3.88 1.92 -0.38
C 1.47 3.97 1.91
C 1.67 2.76 2.55
C 4.23 -6.52 -0.35
C 3.63 -5.84 -1.40
C 6.39 3.07 4.02
C -0.86 -3.95 1.79
C 5.05 2.97 1.57
C 0.07 -1.77 2.58
C -5.49 -0.23 -3.35
C 4.37 2.98 0.26
C -1.38 -4.74 0.77
C 0.92 3.99 0.63
C -4.93 3.44 -1.61
C 4.82 2.00 2.54
C -2.97 0.89 -4.65
C 3.69 -4.74 1.14
C -4.53 -2.07 0.71
C -1.50 -2.78 -0.57
C 6.63 4.04 3.06
C 3.09 -4.03 0.11
C -2.93 3.55 0.71
C 3.05 -4.59 -1.18
C -0.66 -2.61 1.55
C -3.08 0.12 2.32
C 1.39 0.25 2.58
C 1.26 1.61 1.90
C 2.52 -2.65 0.36
C 4.27 -5.99 0.92
C -5.74 0.68 0.97
C 0.58 2.79 0.02
H -6.36 0.59 0.07
H -6.31 0.27 1.81
H -5.70 2.90 -1.04
H 3.69 -4.31 2.13
H -3.20 1.16 2.62
H 2.29 -2.59 1.45
H -3.38 -2.24 -4.69
H -3.45 -2.71 -2.99
H -3.40 -0.51 3.15
H -2.08 -4.71 -1.27
H -5.36 -2.28 1.39
H 0.75 4.91 0.10
H -5.89 -0.81 -2.51
H -1.95 -2.05 -3.67
H 5.04 0.29 0.46
H 6.14 4.76 1.10
H 1.95 -3.20 -1.82
H 4.73 -6.53 1.74
H -2.38 5.03 -2.15
H 7.33 4.85 3.26
H -5.07 3.21 -2.67
H -1.01 3.92 -1.93
H -3.41 0.61 -5.61
H 2.11 2.67 3.53
H -3.21 1.94 -4.46
H 3.59 -6.26 -2.39
H 4.08 1.23 2.39
H -1.51 -5.81 0.91
H -5.10 4.51 -1.47
H 4.41 -1.74 0.70
H -5.58 1.74 1.17
H 4.68 -7.49 -0.54
H 1.76 4.90 2.39
H -1.88 0.82 -4.74
H 4.30 3.94 -0.23
H -5.86 -0.69 -4.27
H -5.90 0.78 -3.28
H -2.60 4.59 0.73
H -4.85 -2.37 -0.30
H 0.20 2.74 -0.99
H 6.91 3.11 4.97
H -2.02 -0.06 2.13
H -2.18 2.95 1.22
H -3.69 -2.69 1.00
H -3.86 3.48 1.27
H -1.74 -2.26 -1.49
H -0.57 -4.36 2.75
H 5.27 1.30 4.50
H -2.15 3.65 -3.23

Its charge is -1. As for the spin multiplicity: 4. The expectation value of S² is 3.758. For the energy relative to the best compared isomer or geometry (same formula, charge and spin), the calculation gives 0.000 eV. Its highest occupied orbital energy (alpha / beta) is -3.412 / -5.797 eV.

=====

- Number 3 is which compound?
  C37H49BrGeN6O7Si3Ti

=====

What did the fourth record say?
ORCA calculation (ωB97M-V/def2-TZVPD) on C37H49BrIrN2P2S as an isolated structure in a non-equilibrium geometry.

Geometry (Å):
Ir -0.07 -0.33 0.03
Br 4.68 -5.89 1.22
S 2.85 0.56 -0.95
P -1.65 1.32 0.13
P -1.01 -1.89 -1.48
N 1.20 0.64 -1.10
N -3.22 0.13 5.12
C -1.39 -0.74 3.22
C 2.25 1.44 1.66
C -1.88 2.29 -1.42
C 0.16 -2.14 -2.89
C 4.20 3.90 -3.76
C -1.26 -3.50 -0.63
C -1.04 0.27 4.15
C 4.88 2.29 2.07
C -3.18 3.05 -1.65
C -2.25 -4.50 -1.23
C -2.62 -1.39 -2.20
C -2.67 -1.34 3.32
C 4.54 1.64 0.88
C 4.22 1.57 -3.09
C -1.27 2.56 1.44
C 3.90 2.54 3.04
C -1.92 3.95 1.35
C -0.53 -1.02 2.11
C 3.35 1.89 -2.04
C -4.32 1.61 1.29
C 3.35 -4.49 1.39
C 2.24 -2.71 0.34
C 3.20 1.26 0.66
C 1.72 -3.32 2.67
C 2.67 -4.33 2.61
C 1.51 -2.54 1.52
C 4.66 2.58 -3.94
C -3.03 -2.02 -3.54
C 2.59 2.10 2.84
C -2.01 0.67 5.08
C -3.34 0.70 0.56
C 0.48 -1.59 1.53
C -3.55 -0.86 4.29
C 3.29 4.19 -2.73
C 3.17 -3.73 0.26
C 0.15 -3.49 -3.59
C 2.85 3.18 -1.86
H 0.92 1.17 -1.93
H -0.18 2.68 1.45
H -3.01 3.93 1.41
H -2.28 -5.40 -0.59
H 4.17 3.06 3.95
H -1.77 1.47 5.79
H -3.99 1.88 2.30
H -4.06 2.40 -1.69
H -4.00 -1.61 -3.85
H 4.55 4.69 -4.42
H 0.40 -4.31 -2.90
H 0.92 -3.49 -4.38
H -1.57 -3.24 0.39
H -3.27 -4.10 -1.26
H -1.54 2.08 2.39
H -4.55 -1.30 4.38
H -3.15 -3.11 -3.48
H -2.97 -2.15 2.64
H 1.82 2.29 3.60
H -5.26 1.05 1.42
H -1.63 4.50 0.45
H -1.57 4.53 2.22
H -1.97 -4.84 -2.23
H -0.05 0.73 4.14
H 1.12 -3.13 3.54
H -1.71 1.60 -2.26
H -4.58 2.52 0.74
H -3.78 0.37 -0.39
H 1.16 -1.94 -2.48
H 2.15 3.40 -1.05
H 1.22 1.04 1.50
H -0.27 -3.98 -0.53
H 5.27 1.44 0.10
H 2.88 -4.96 3.46
H 5.92 2.60 2.22
H 5.36 2.34 -4.74
H -1.04 3.01 -1.43
H -3.18 -0.21 1.16
H -0.04 -1.33 -3.61
H -0.80 -3.71 -4.08
H 2.92 5.21 -2.59
H -3.11 3.54 -2.63
H 4.53 0.53 -3.20
H -2.58 -0.29 -2.30
H -3.37 3.84 -0.92
H 2.07 -2.06 -0.51
H -2.31 -1.79 -4.34
H 3.73 -3.90 -0.66
H -3.39 -1.60 -1.45

Its charge is +4. As for the spin multiplicity: 6. The expectation value of S² is 8.796. For the energy relative to the best compared isomer or geometry (same formula, charge and spin), the calculation gives 0.000 eV. Its highest occupied orbital energy (alpha / beta) is -17.379 / -18.575 eV.